Entry 1:
ORCA calculation (the ωB97M-V functional and the def2-TZVPD basis) on a single C2H7N3O molecule in a non-equilibrium geometry.

Last column: Mulliken charge in e.
Cartesian coordinates (Å):
H -1.4478 1.9791 -0.1547  0.3573
H -0.2062 1.7133 -1.2917  0.3169
N 0.4911 -0.5869 -0.6991  -0.5644
H 2.0181 -1.9343 0.1011  0.2859
C 1.1467 -1.2415 0.5072  -0.7487
N -1.6358 -0.6409 0.1163  -0.0802
N -0.6311 0.0873 -0.2628  0.6490
C -0.5735 1.5013 -0.3260  -0.9122
H 1.1944 -0.0617 -1.1537  0.2636
H 0.0676 1.7593 0.4351  0.3503
O -2.6342 -0.0336 0.5360  -0.5348
H 1.7094 -0.5961 1.1511  0.3009
H 0.5012 -1.9453 1.0412  0.3165

Computed properties:
HOMO level = -0.328 Ha
HOMO-LUMO gap = 9.7 eV


Entry 2:
ORCA calculation (the ωB97M-V functional and the def2-TZVPD basis) on a molecular structure, C3H3BiLiO3 in a non-equilibrium geometry.

Last column: Löwdin spin population.
Cartesian coordinates (Å):
H -1.6471 -0.7085 -0.4065  -0.0185
C 0.7225 1.1240 -1.1734  0.0079
O -0.1814 -1.9511 1.2726  0.0764
H -0.0170 -0.4116 2.6762  -0.0022
C -0.3643 -0.7069 1.6745  -0.0356
H -0.5968 1.3467 0.9973  0.0022
C -0.5223 0.2973 0.7080  0.0306
Li 1.3701 2.6080 -2.3789  0.0033
O 0.4131 0.0861 -0.3570  0.0936
Bi -0.2430 -2.4281 -0.6992  0.8206
O 1.0663 0.7442 -2.3136  0.0216

Computed properties:
Spin multiplicity = 2
HOMO level (alpha / beta) = -0.228 / -0.263 Ha
HOMO-LUMO gap (alpha / beta) = 5.5 / 6.4 eV


Entry 3:
ORCA calculation (the ωB97M-V functional and the def2-TZVPD basis) on a single C5H9NO2 molecule in a non-equilibrium geometry.

Last column: Mulliken charge in e.
Cartesian coordinates (Å):
C -0.0843 -0.1953 0.0953  1.6587
H -0.1020 -2.3358 -0.0025  0.1561
H 0.0012 -1.0313 2.0698  0.4911
O -1.7895 1.2954 0.8517  -0.5399
H 1.7943 2.1645 -1.7412  0.2963
C 0.4811 -0.2533 1.5891  -1.5800
C 0.9789 1.7136 -1.2123  -0.8634
O -2.4793 -0.3568 -0.5714  -0.5252
H 0.1307 0.6092 2.1156  0.3617
H 0.3673 -1.6217 -1.3172  0.2475
H 1.8864 -0.1725 -0.4862  0.2665
N -0.2351 -1.5112 -0.4837  -0.7404
H 0.1163 2.2808 -1.0562  0.2910
H 1.5099 -0.3069 1.6516  0.4167
C 0.9978 0.4955 -0.7226  -0.4930
C -1.5489 0.3634 0.1316  0.1187
H -2.0249 -1.1377 -0.9113  0.4375

Computed properties:
HOMO level = -0.354 Ha
HOMO-LUMO gap = 10.4 eV


Entry 4:
ORCA calculation (the ωB97M-V functional and the def2-TZVPD basis) on a single C19H18N2O2S molecule in a non-equilibrium geometry.

Last column: Mulliken charge in e.
Cartesian coordinates (Å):
C -4.2279 0.8108 0.3222  -0.6449
H 2.2158 2.7960 -2.1851  0.3856
H -8.0132 -0.7670 -0.3630  0.3314
O -6.4093 -2.0847 -0.3308  -0.4497
C 2.2857 0.4383 0.8491  -0.8332
H 4.0796 -1.6055 1.9511  0.3784
C -1.2578 1.1661 1.3416  0.4910
C 3.3438 1.3371 -1.1109  -0.7075
C 1.1585 1.2169 0.6070  0.3482
C 4.7594 -1.2649 1.1977  -0.4398
S 6.3265 -1.9574 1.0985  -0.2030
H -2.0645 -1.3626 -1.0738  0.3684
H 2.2973 -0.2061 1.7153  0.2509
H -4.2676 1.8020 0.7473  0.3492
H -2.0026 2.1873 -0.3698  0.3291
H -6.2937 0.4553 0.6847  0.3643
H -1.0118 0.7610 -0.7600  0.5531
H 0.3030 2.7329 -0.6512  0.4663
H -4.1161 -2.7326 -1.1452  0.4140
H -8.3387 -2.4774 0.0099  0.2361
C -5.3410 -1.2408 -0.2422  0.8433
C 2.2339 2.1254 -1.3389  -0.7444
C -2.9931 -0.9616 -0.6923  -0.2997
H 8.1479 -1.9206 -1.3703  0.3032
H -7.5940 -1.4299 1.2427  0.3336
C -5.3788 0.0424 0.2901  -0.5036
C -4.1335 -1.7347 -0.7360  -0.7096
C 7.9527 -0.9267 -0.9699  -1.0734
C -7.6487 -1.6506 0.1717  -0.8259
N 0.0969 1.1446 1.5176  -0.0850
C 6.6467 -0.8982 -0.2746  0.6902
C 4.5764 -0.3151 0.2303  -0.0528
C -3.0263 0.3249 -0.1678  -0.0264
C -1.7748 1.1557 -0.0893  -0.7019
H 0.3650 0.9712 2.4797  0.2493
H 8.7561 -0.6786 -0.2776  0.2990
C 3.3838 0.4889 -0.0035  0.7989
N 5.6642 -0.1418 -0.5785  -0.4408
H 7.9418 -0.2057 -1.7826  0.3017
H 4.1968 1.3716 -1.7688  0.5079
O -1.9828 1.1537 2.3115  -0.6646
C 1.1445 2.0803 -0.4858  -0.1865

Computed properties:
HOMO level = -0.302 Ha
HOMO-LUMO gap = 8.7 eV


For the records above, the corresponding E values read -319.75961, -563.79375, -401.11684, -1393.02423 Eh.
For the records above, the corresponding ΔE to the lowest compared entry with this formula, charge and spin values read 119.33, 30.67, 37.60, 12.49 kcal per mole.